16 unconnected molecules or ions with the total composition C86H195B2F8N9O15 in a non-equilibrium geometry. Source: the Open Molecules 2025 dataset; level of theory: ωB97M-V/def2-TZVPD.

Geometry (Å):
C  -2.034  8.877  -0.800
C  -1.353  8.166  -1.968
N  -1.275  6.611  -1.753
C  -0.258  6.446  -0.635
C  -2.570  6.108  -1.196
C  -3.719  6.399  -2.159
C  -0.990  5.990  -3.067
C  -0.875  4.530  -3.028
O  0.269  4.097  -2.237
C  1.474  3.920  -2.877
H  -1.477  8.783  0.131
H  -3.086  8.678  -0.628
H  -1.923  9.935  -1.124
H  -0.288  8.405  -2.113
H  -1.858  8.383  -2.913
H  0.748  6.718  -1.084
H  -0.307  5.392  -0.296
H  -0.507  7.146  0.169
H  -2.658  6.508  -0.173
H  -2.399  5.043  -1.026
H  -3.516  6.068  -3.170
H  -3.973  7.454  -2.256
H  -4.673  6.011  -1.783
H  -0.101  6.497  -3.458
H  -1.778  6.347  -3.766
H  -0.731  4.320  -4.078
H  -1.815  4.074  -2.721
H  1.997  4.897  -3.039
H  1.470  3.343  -3.788
H  2.053  3.307  -2.182
C  -5.208  -3.822  0.048
C  -6.032  -2.649  0.376
N  -6.329  -1.670  -0.748
C  -6.732  -2.414  -1.955
C  -7.523  -0.727  -0.520
C  -7.671  -0.061  0.817
C  -5.017  -0.880  -0.912
C  -4.954  0.151  -2.050
O  -5.291  -0.313  -3.374
C  -5.878  0.707  -4.132
H  -4.308  -3.562  -0.465
H  -5.725  -4.537  -0.589
H  -4.998  -4.258  1.031
H  -5.585  -2.087  1.175
H  -7.025  -3.014  0.776
H  -7.257  -3.324  -1.629
H  -5.929  -2.789  -2.603
H  -7.469  -1.829  -2.545
H  -8.342  -1.439  -0.738
H  -7.415  0.071  -1.272
H  -7.646  -0.708  1.685
H  -8.702  0.328  0.862
H  -6.983  0.775  0.943
H  -4.236  -1.643  -0.969
H  -4.932  -0.316  0.003
H  -3.861  0.464  -2.076
H  -5.576  1.027  -1.747
H  -5.512  1.702  -3.906
H  -6.969  0.652  -4.014
H  -5.692  0.529  -5.171
C  -1.564  -1.996  -0.736
C  -1.320  -0.522  -1.147
N  -0.247  0.186  -0.413
C  -0.276  -0.202  1.022
C  1.064  -0.298  -0.952
C  2.278  -0.022  -0.062
C  -0.233  1.694  -0.536
C  -1.352  2.421  0.114
O  -2.486  2.561  -0.737
C  -3.754  2.659  -0.127
H  -1.929  -2.092  0.286
H  -0.691  -2.661  -0.881
H  -2.352  -2.292  -1.418
H  -2.228  0.115  -1.023
H  -1.031  -0.498  -2.206
H  -1.298  -0.350  1.383
H  0.123  0.587  1.645
H  0.358  -1.099  1.112
H  1.166  0.158  -1.930
H  0.892  -1.357  -1.117
H  3.021  -0.638  -0.605
H  2.202  -0.426  0.917
H  2.631  1.030  -0.064
H  -0.194  1.982  -1.584
H  0.718  2.017  -0.094
H  -1.018  3.401  0.487
H  -1.665  1.880  1.031
H  -4.466  3.037  -0.886
H  -3.697  3.418  0.675
H  -4.095  1.750  0.380
C  -2.105  -8.862  2.502
C  -0.902  -8.293  1.893
N  -1.007  -7.777  0.524
C  0.429  -7.596  0.139
C  -1.648  -8.799  -0.439
C  -1.090  -10.245  -0.506
C  -1.822  -6.490  0.386
C  -1.096  -5.195  0.863
O  -1.039  -5.129  2.275
C  -0.435  -3.963  2.775
H  -1.856  -9.320  3.448
H  -2.626  -9.562  1.842
H  -2.874  -8.110  2.736
H  -0.173  -9.105  1.791
H  -0.290  -7.665  2.535
H  0.968  -6.864  0.751
H  0.454  -7.136  -0.853
H  0.864  -8.571  0.104
H  -1.724  -8.245  -1.393
H  -2.680  -8.873  -0.116
H  -1.740  -10.738  -1.234
H  -1.254  -10.750  0.476
H  -0.041  -10.440  -0.822
H  -2.660  -6.684  1.058
H  -2.101  -6.325  -0.673
H  -1.702  -4.364  0.500
H  -0.097  -5.071  0.457
H  -0.413  -4.007  3.856
H  -1.007  -3.075  2.429
H  0.602  -3.860  2.473
C  -3.074  7.171  5.929
C  -1.751  6.808  6.543
N  -0.604  7.610  5.954
C  -0.906  9.116  5.982
C  0.672  7.265  6.701
C  0.657  7.632  8.234
C  -0.396  7.212  4.478
C  0.110  5.852  4.087
O  -0.808  4.855  4.469
C  -0.949  3.793  3.492
H  -3.201  6.901  4.895
H  -3.270  8.251  6.035
H  -3.828  6.669  6.557
H  -1.440  5.777  6.314
H  -1.721  6.973  7.626
H  -1.661  9.415  5.241
H  0.038  9.621  5.848
H  -1.217  9.343  6.988
H  1.453  7.895  6.238
H  0.939  6.210  6.530
H  0.097  6.964  8.890
H  0.444  8.699  8.428
H  1.680  7.522  8.595
H  0.284  7.950  4.045
H  -1.341  7.294  3.903
H  1.050  5.567  4.600
H  0.213  5.903  3.003
H  -1.203  4.178  2.471
H  -1.824  3.226  3.828
H  -0.111  3.093  3.403
C  3.010  -1.897  3.608
C  1.793  -1.051  3.870
C  1.360  -1.089  5.315
N  0.008  -0.477  5.751
C  -0.137  -0.664  7.282
C  0.830  0.290  7.989
C  0.821  1.724  7.474
C  0.861  1.764  5.995
C  -0.187  0.830  5.312
C  -1.019  -1.296  5.119
H  3.255  -1.703  2.563
H  2.703  -2.935  3.652
H  3.884  -1.598  4.203
H  0.922  -1.357  3.257
H  2.132  -0.041  3.644
H  2.065  -0.508  5.885
H  1.304  -2.125  5.608
H  0.149  -1.705  7.475
H  -1.178  -0.483  7.520
H  1.840  -0.072  7.761
H  0.706  0.214  9.062
H  1.699  2.223  7.836
H  -0.081  2.303  7.826
H  1.868  1.543  5.631
H  0.670  2.798  5.670
H  0.014  0.920  4.247
H  -1.183  1.276  5.485
H  -1.082  -1.073  4.057
H  -1.973  -1.111  5.591
H  -0.804  -2.363  5.166
C  1.210  -6.083  -9.484
C  1.407  -5.258  -8.175
C  0.285  -5.464  -7.105
N  0.483  -4.893  -5.759
C  -0.875  -4.642  -5.138
C  -0.730  -3.997  -3.780
C  0.201  -4.666  -2.802
C  1.459  -5.264  -3.541
C  1.143  -5.856  -4.862
C  1.203  -3.659  -5.844
H  0.178  -6.005  -9.894
H  1.449  -7.137  -9.423
H  1.923  -5.534  -10.143
H  1.578  -4.211  -8.426
H  2.332  -5.574  -7.720
H  0.232  -6.531  -6.849
H  -0.672  -5.102  -7.484
H  -1.341  -5.644  -5.098
H  -1.404  -3.936  -5.763
H  -1.743  -4.008  -3.376
H  -0.498  -2.940  -3.975
H  -0.305  -5.462  -2.266
H  0.637  -4.019  -2.047
H  1.736  -6.159  -2.966
H  2.256  -4.527  -3.575
H  0.419  -6.680  -4.657
H  2.038  -6.337  -5.279
H  2.215  -3.737  -6.210
H  1.262  -3.189  -4.869
H  0.661  -2.961  -6.478
C  4.178  3.057  -5.885
C  3.998  1.606  -5.407
C  5.326  0.840  -5.229
N  5.177  -0.613  -4.751
C  6.495  -1.057  -4.238
C  6.465  -2.514  -3.822
C  5.426  -2.749  -2.762
C  4.088  -2.179  -3.122
C  4.193  -0.734  -3.701
C  4.857  -1.356  -5.980
H  4.737  3.709  -5.221
H  3.186  3.451  -6.068
H  4.714  3.112  -6.838
H  3.332  1.003  -6.009
H  3.608  1.621  -4.417
H  5.853  1.245  -4.385
H  5.969  0.866  -6.130
H  6.720  -0.384  -3.408
H  7.306  -0.881  -4.945
H  7.428  -2.733  -3.376
H  6.344  -3.161  -4.659
H  5.752  -2.360  -1.801
H  5.332  -3.794  -2.557
H  3.414  -2.117  -2.234
H  3.476  -2.793  -3.826
H  4.518  -0.070  -2.889
H  3.247  -0.564  -4.182
H  4.639  -2.415  -5.783
H  5.691  -1.252  -6.688
H  3.907  -0.913  -6.365
C  8.269  -3.650  0.365
C  7.366  -2.703  1.276
C  8.004  -1.350  1.627
N  7.161  -0.411  2.380
C  7.884  0.897  2.527
C  7.092  1.999  3.217
C  5.806  2.229  2.415
C  5.091  0.886  2.315
C  5.909  -0.169  1.614
C  6.832  -0.957  3.718
H  9.286  -3.634  0.742
H  8.314  -3.331  -0.683
H  7.941  -4.680  0.381
H  7.129  -3.210  2.222
H  6.415  -2.546  0.772
H  8.413  -0.839  0.736
H  8.803  -1.529  2.323
H  8.215  1.213  1.546
H  8.743  0.580  3.071
H  7.797  2.820  3.185
H  6.956  1.822  4.286
H  6.007  2.496  1.379
H  5.132  2.949  2.860
H  4.225  0.990  1.678
H  4.559  0.608  3.254
H  6.096  0.115  0.560
H  5.374  -1.136  1.522
H  7.735  -1.424  4.095
H  6.144  -1.782  3.552
H  6.486  -0.236  4.441
C  -4.728  -5.692  -3.229
C  -3.295  -5.724  -2.574
O  -3.018  -4.862  -1.683
O  -2.492  -6.615  -2.976
H  -5.391  -6.401  -2.731
H  -4.686  -6.118  -4.233
H  -5.133  -4.697  -3.323
C  0.247  0.540  -5.456
C  1.122  -0.661  -4.968
O  0.905  -1.051  -3.807
O  1.970  -1.160  -5.778
H  0.940  1.283  -5.883
H  -0.372  0.939  -4.654
H  -0.514  0.233  -6.183
C  -4.663  0.505  3.251
C  -3.280  0.148  2.660
O  -2.327  0.894  2.996
O  -3.254  -0.793  1.787
H  -4.522  0.782  4.297
H  -5.283  -0.403  3.303
H  -5.196  1.231  2.658
C  -4.493  6.695  1.863
C  -3.057  7.208  2.152
O  -2.911  8.364  2.690
O  -2.104  6.428  1.833
H  -4.540  5.617  1.989
H  -4.802  6.917  0.843
H  -5.214  7.154  2.531
C  -7.588  4.447  -1.116
C  -7.513  3.033  -1.876
O  -7.824  3.083  -3.088
O  -7.086  2.045  -1.228
H  -6.839  5.077  -1.581
H  -7.402  4.362  -0.054
H  -8.574  4.833  -1.325
B  3.034  -3.783  0.165
F  4.388  -3.442  0.369
F  2.802  -4.939  0.936
F  2.185  -2.704  0.602
F  2.738  -4.092  -1.210
B  2.260  3.154  1.931
F  1.308  3.901  1.161
F  1.620  1.934  2.303
F  3.344  2.865  1.081
F  2.817  3.808  3.092

As for the net charge: +2. As for the gap between HOMO and LUMO: 6.01 eV. Its total energy is -159555.3052 eV.

Atomic partial charges in e from the Löwdin method, atoms 1 to 2: number 1, C, carries -0.050; number 2, C, carries -0.133